1.
Entry from the Open Molecules 2025 dataset: an isolated molecule of C3H3NS in a non-equilibrium geometry (ωB97M-V/def2-TZVPD).

Geometry as XYZ:
```
8
Properties=species:S:1:pos:R:3:forces:R:3
C 0.424554 -0.252025 -0.133077 1.7 0.0 -0.4
C 1.707322 -0.616402 -0.069582 1.9 -1.4 1.0
C -1.835538 0.630291 -0.080458 -1.5 -0.4 1.4
N -0.693184 0.071658 -0.088259 -1.1 1.2 -0.2
S 3.117828 0.316109 -0.068129 -1.4 -0.7 -0.2
H 1.751909 -1.730817 0.167637 0.2 1.2 -0.6
H -2.613480 -0.171868 0.150187 0.4 2.0 -0.5
H -1.859410 1.753056 0.121684 -0.3 -1.8 -0.6
```
Forces are in eV/Å.

Results
* 2S+1: 1
* Kohn-Sham gap (spin up / spin down): 7.08 / 7.07 eV
* LUMO level (spin up / spin down): -0.87 / -0.89 eV


2.
Entry from the Open Molecules 2025 dataset: a structure of composition C3H3NS in a non-equilibrium geometry (ωB97M-V/def2-TZVPD).

Geometry as XYZ:
```
8
Properties=species:S:1:pos:R:3:forces:R:3
C 2.917195 -0.775865 -0.326594 3.8 1.7 1.9
C -0.867922 0.703787 0.472444 4.0 -1.7 -1.5
C 1.948973 -1.518289 -0.823127 -3.8 -1.1 -1.3
N 3.893808 -0.400223 0.197860 -0.6 0.2 -0.4
S -0.053400 -0.656051 -0.179377 -2.0 2.2 0.9
H -1.888058 0.795879 0.316601 -2.1 -0.5 -0.1
H -0.435274 1.627326 0.875231 0.4 -0.6 0.0
H 1.618258 -1.292257 -1.851264 0.2 -0.1 0.3
```
Forces are in eV/Å.

Results
* 2S+1: 1
* Kohn-Sham gap (spin up / spin down): 7.01 / 7.01 eV
* LUMO level (spin up / spin down): -1.89 / -1.89 eV


These records have energy above the lowest of the compared OMol25 structures with the same formula, charge and spin values of 2.424; 4.576 eV, in the order they appear.
These records have E values of -15481.333; -15479.181 eV, in the order they appear.